{
  "formula": "C14H17N5O3S7V",
  "method": "ωB97M-V/def2-TZVPD",
  "homo_ha": [-0.2445, -0.2497],
  "multiplicity": 2,
  "homo_lumo_gap_ev": [6.61, 6.74],
  "lumo_energy_ev": [0.0, -0.1],
  "symbols": ["V", "O", "C", "S", "C", "C", "S", "S", "S", "O", "C", "N", "C", "O", "C", "C", "C", "C", "N", "C", "H", "H", "H", "H", "H", "H", "H", "H", "S", "C", "N", "C", "C", "S", "H", "H", "H", "H", "H", "N", "C", "N", "S", "H", "H", "H", "H"],
  "positions_angstrom": [[-0.511, 0.755, -0.547], [4.324, -4.252, -0.031], [3.508, -3.380, -0.129], [2.278, -3.312, -1.413], [1.526, -1.817, -0.900], [2.030, -1.213, 0.185], [1.456, 0.334, 0.803], [3.390, -1.991, 0.969], [0.224, -1.135, -1.860], [-2.466, -2.810, -2.653], [-2.627, -3.804, -1.668], [-3.942, -3.755, -1.082], [-4.359, -3.128, 0.051], [-5.497, -3.238, 0.462], [-3.377, -2.256, 0.775], [-3.321, -2.299, 2.162], [-2.421, -1.480, 2.820], [-1.611, -0.637, 2.076], [-1.699, -0.558, 0.747], [-2.567, -1.351, 0.114], [-1.564, -2.453, -2.571], [-1.874, -3.700, -0.882], [-2.516, -4.796, -2.118], [-4.686, -4.251, -1.555], [-3.979, -2.968, 2.700], [-2.333, -1.494, 3.896], [-0.861, -0.007, 2.539], [-2.615, -1.261, -0.966], [0.345, 2.519, -2.162], [1.702, 1.727, -2.821], [2.588, 1.056, -2.133], [3.501, 0.217, -2.897], [3.640, 0.905, -4.251], [2.030, 1.713, -4.523], [2.410, 0.904, -1.127], [3.055, -0.778, -2.996], [4.454, 0.131, -2.379], [3.835, 0.196, -5.051], [4.417, 1.669, -4.242], [-2.989, 1.352, -2.455], [-3.359, 2.129, -1.426], [-4.610, 2.613, -1.459], [-2.360, 2.510, -0.116], [-3.583, 1.262, -3.267], [-2.017, 1.097, -2.587], [-5.258, 2.377, -2.190], [-4.945, 3.129, -0.663]]
}